{"formula": "C31H43Cl2IrO2P3S", "method": "wB97M-V/def2-TZVPD", "symbols": ["P", "C", "C", "H", "C", "H", "C", "H", "C", "H", "C", "H", "C", "C", "H", "C", "H", "C", "H", "C", "H", "C", "H", "C", "C", "H", "C", "H", "C", "H", "C", "H", "C", "H", "Ir", "C", "C", "H", "C", "O", "H", "C", "H", "C", "Cl", "Cl", "P", "C", "H", "H", "H", "C", "H", "H", "H", "C", "H", "H", "H", "P", "C", "C", "H", "H", "H", "H", "H", "H", "C", "H", "H", "H", "H", "C", "S", "C", "O", "H", "H", "H", "H", "H", "H"], "positions_angstrom": [[-1.617, 4.787, -0.799], [-2.096, 5.454, 0.738], [-1.619, 6.755, 0.985], [-0.857, 7.180, 0.364], [-2.176, 7.463, 2.052], [-1.821, 8.465, 2.244], [-3.170, 6.884, 2.858], [-3.596, 7.465, 3.673], [-3.602, 5.575, 2.593], [-4.373, 5.138, 3.235], [-3.068, 4.850, 1.551], [-3.395, 3.827, 1.351], [-0.052, 5.333, -1.376], [1.051, 5.404, -0.521], [0.967, 5.103, 0.545], [2.271, 5.870, -0.994], [3.137, 5.880, -0.363], [2.360, 6.337, -2.310], [3.308, 6.733, -2.695], [1.233, 6.336, -3.146], [1.288, 6.718, -4.138], [0.034, 5.813, -2.670], [-0.864, 5.812, -3.326], [-2.877, 4.614, -2.000], [-3.529, 5.824, -2.223], [-3.257, 6.698, -1.638], [-4.527, 5.894, -3.195], [-5.016, 6.827, -3.370], [-4.881, 4.745, -3.929], [-5.651, 4.821, -4.689], [-4.234, 3.528, -3.664], [-4.521, 2.651, -4.230], [-3.247, 3.445, -2.690], [-2.800, 2.476, -2.455], [0.002, 0.454, -0.064], [1.296, 0.061, -1.690], [1.508, 1.131, -2.526], [1.756, -0.908, -1.871], [0.674, 2.371, -2.264], [-0.155, 2.569, -3.411], [-0.887, 3.162, -3.230], [0.026, 2.063, -1.140], [1.333, 3.218, -2.148], [-0.920, 2.157, -0.177], [0.794, -1.937, 0.402], [-1.337, 0.086, 1.911], [1.681, 0.860, 1.412], [1.867, -0.269, 2.832], [2.302, -1.212, 2.491], [0.881, -0.466, 3.259], [2.513, 0.199, 3.582], [3.326, 0.923, 0.652], [3.342, 1.667, -0.149], [3.566, -0.057, 0.233], [4.069, 1.190, 1.411], [1.422, 2.489, 2.168], [0.383, 2.588, 2.489], [1.660, 3.280, 1.454], [2.080, 2.576, 3.039], [2.552, 1.065, -4.042], [3.640, -0.346, -3.948], [3.464, 2.616, -4.048], [3.046, -1.266, -3.890], [4.287, -0.268, -3.065], [4.258, -0.361, -4.856], [2.768, 3.465, -4.077], [4.111, 2.639, -4.937], [4.083, 2.680, -3.142], [1.455, 0.986, -5.451], [0.882, 0.054, -5.401], [2.047, 1.016, -6.374], [0.766, 1.835, -5.396], [-1.660, 2.027, 0.594], [-2.441, -2.518, 0.536], [-2.778, -1.154, -0.603], [-3.112, -2.202, -2.023], [-1.467, -0.485, -1.083], [-1.622, -3.136, 0.144], [-3.381, -3.090, 0.615], [-2.173, -2.086, 1.506], [-3.937, -2.871, -1.775], [-3.385, -1.538, -2.849], [-2.193, -2.752, -2.256]], "energy_ha": -3803.65939, "spin_multiplicity": 6, "e_above_lowest_ev": 0.0000, "s2": 8.78, "lumo_ev": [-4.7, -8.1], "charge": 2, "homo_lumo_gap_ha": [0.2031, 0.2014]}